1.
DFT (ωB97M-V with the def2-TZVPD basis set) results for a 4-piece molecular cluster, C32H44BN2O12S overall at a distorted geometry.

Geometry as XYZ:
```
92
Properties=species:S:1:pos:R:3:forces:R:3
C 0.049 -3.275 2.897 0.299 -0.281 -0.361
O -1.041 -2.753 2.130 0.120 0.179 0.627
B -1.890 -1.824 2.694 -0.134 -0.358 -0.406
O -3.202 -2.095 2.896 0.506 0.495 0.433
C -1.360 -0.352 3.069 -0.875 -0.534 -0.032
C -1.061 -0.338 4.595 0.311 -0.085 -0.675
S -2.377 0.117 5.707 0.109 -0.398 0.739
O -3.402 -0.876 5.618 -0.299 -0.020 -0.402
O -1.742 0.347 6.967 0.137 0.175 0.074
C -2.394 0.662 2.618 0.283 0.756 0.086
N -2.026 2.003 3.078 -0.004 0.310 -0.654
C -3.010 3.015 2.655 -0.376 -0.284 0.325
C -3.982 3.395 3.774 -0.058 0.137 -0.343
O -4.399 4.717 3.492 0.160 -0.011 -0.090
C -0.645 2.353 2.790 0.597 -0.018 0.739
O 0.130 2.428 3.971 -0.003 -0.091 -0.170
C -0.035 3.664 4.663 -0.151 0.002 0.448
C 0.778 3.672 5.958 -0.013 0.069 -0.176
C -0.081 3.246 7.146 -0.180 -0.105 -0.172
C 2.124 2.930 5.814 0.146 -0.282 0.458
C 3.108 3.493 6.852 -0.550 0.237 -0.311
C 2.028 1.396 5.957 -0.021 0.068 -0.246
C 0.083 1.380 1.890 -0.067 -0.128 -0.331
N -0.088 -0.064 2.301 0.074 0.105 0.147
H -0.305 -4.046 3.579 -0.067 0.080 0.130
H 0.758 -3.743 2.221 -0.038 0.028 -0.124
H 0.591 -2.511 3.462 -0.075 0.087 0.104
H -3.313 -2.905 3.404 -0.465 -0.372 -0.365
H -0.847 -1.357 4.926 0.007 -0.018 0.254
H -0.190 0.270 4.834 -0.132 0.245 0.037
H -2.839 1.293 5.234 0.078 0.028 -0.154
H -3.376 0.397 3.004 0.003 -0.117 0.125
H -2.485 0.648 1.521 -0.037 -0.191 -0.067
H -3.589 2.622 1.816 0.039 0.162 -0.193
H -2.534 3.939 2.334 0.213 -0.022 0.004
H -4.845 2.723 3.756 0.003 -0.123 0.261
H -3.474 3.334 4.739 0.030 -0.014 0.076
H -4.905 5.062 4.229 -0.181 0.042 0.106
H -0.569 3.322 2.291 -0.222 0.045 -0.133
H -1.094 3.791 4.911 -0.080 0.076 -0.078
H 0.258 4.500 4.020 0.123 -0.115 -0.221
H 1.033 4.722 6.125 0.014 0.066 -0.045
H 0.408 3.397 8.105 0.100 0.002 0.039
H -0.993 3.844 7.143 -0.002 0.108 0.139
H -0.404 2.208 7.089 0.066 0.011 0.015
H 2.519 3.132 4.817 0.039 0.129 -0.038
H 2.604 3.567 7.815 0.176 -0.158 0.188
H 3.994 2.874 6.945 0.135 0.048 0.031
H 3.383 4.509 6.571 0.196 0.021 0.033
H 1.134 1.062 6.479 -0.010 0.024 0.146
H 2.025 0.919 4.974 0.003 -0.038 -0.050
H 2.889 1.011 6.497 0.034 -0.079 0.039
H -0.294 1.478 0.876 -0.055 -0.117 -0.057
H 1.143 1.598 1.859 0.035 0.103 0.045
H -0.079 -0.636 1.456 -0.033 -0.139 0.030
H 0.705 -0.391 2.851 0.116 0.234 0.065
C 1.581 1.970 -3.331 -0.031 -0.001 -0.001
C 1.251 2.041 -2.046 0.005 0.043 0.040
C 1.808 3.092 -1.165 0.066 0.082 -0.005
O 1.512 3.155 0.017 -0.084 -0.082 -0.057
C 2.745 4.069 -1.765 0.022 0.012 -0.016
C 3.081 4.003 -3.050 0.004 0.005 0.035
C 2.527 2.946 -3.936 0.000 0.006 -0.009
O 2.828 2.880 -5.104 0.010 -0.010 -0.024
H 1.193 1.208 -3.992 0.033 -0.011 -0.007
H 0.566 1.336 -1.591 0.000 -0.003 -0.004
H 3.136 4.828 -1.099 -0.018 -0.008 0.021
H 3.766 4.704 -3.509 -0.004 -0.011 -0.027
C 0.388 -3.430 -5.816 -0.021 0.013 0.051
C 0.702 -2.660 -4.779 0.002 -0.009 -0.009
C 1.944 -1.850 -4.771 0.068 0.001 -0.024
O 2.233 -1.145 -3.823 -0.105 0.008 0.039
C 2.825 -1.927 -5.961 0.008 -0.015 -0.026
C 2.514 -2.697 -7.001 0.009 0.020 0.016
C 1.270 -3.509 -7.010 -0.034 0.004 0.013
O 0.977 -4.210 -7.951 0.074 -0.003 -0.032
H -0.512 -4.031 -5.848 0.007 -0.009 -0.044
H 0.074 -2.587 -3.900 0.015 0.013 0.012
H 3.724 -1.325 -5.931 -0.010 0.014 0.025
H 3.141 -2.769 -7.880 -0.018 -0.016 -0.014
C -2.068 -7.168 -11.413 0.009 -0.025 -0.023
C -1.343 -7.808 -12.326 -0.034 0.012 0.024
C 0.104 -7.521 -12.500 0.016 -0.007 -0.010
O 0.764 -8.103 -13.333 0.007 -0.010 -0.008
C 0.709 -6.493 -11.616 -0.035 0.016 0.028
C -0.015 -5.852 -10.702 0.019 0.003 -0.043
C -1.461 -6.141 -10.529 0.002 0.006 0.007
O -2.125 -5.560 -9.696 -0.011 0.005 0.008
H -3.123 -7.360 -11.269 -0.002 0.022 0.022
H -1.763 -8.560 -12.981 0.029 -0.004 -0.017
H 1.765 -6.301 -11.760 0.002 -0.019 -0.026
H 0.406 -5.102 -10.047 -0.031 -0.008 0.037
```
Positions in Å, forces in eV/Å.

Results
HOMO: -11.1 eV
Largest force on an atom: 1.03 eV/Å
M: 691.6 g mol⁻¹
Calculated total energy: -2680.8692 Ha
Total charge: +1

In the Löwdin picture, each atom carries the following charge in e: number 1, C, carries -0.04; number 2, O, carries 0.05; number 3, B, carries -0.61; number 4, O, carries 0.23; number 5, C, carries -0.26; number 6, C, carries -0.15; number 7, S, carries 0.70; number 8, O, carries -0.30; number 9, O, carries -0.31; number 10, C, carries -0.11; number 11, N, carries -0.08; number 12, C, carries -0.13; number 13, C, carries -0.25; number 14, O, carries -0.05; number 15, C, carries -0.31; number 16, O, carries -0.11; number 17, C, carries -0.14; number 18, C, carries -0.31; number 19, C, carries -0.05; number 20, C, carries -0.37; number 21, C, carries -0.06; number 22, C, carries -0.06; number 23, C, carries -0.02; number 24, N, carries 0.15; number 25, H, carries 0.11; number 26, H, carries 0.10; number 27, H, carries 0.08; number 28, H, carries 0.14; number 29, H, carries 0.12; number 30, H, carries 0.08; number 31, H, carries 0.07; number 32, H, carries 0.14; number 33, H, carries 0.15; number 34, H, carries 0.13; number 35, H, carries 0.13; number 36, H, carries 0.12; number 37, H, carries 0.10; number 38, H, carries 0.09; number 39, H, carries 0.16; number 40, H, carries 0.12; number 41, H, carries 0.14; number 42, H, carries 0.14; number 43, H, carries 0.08; number 44, H, carries 0.09; number 45, H, carries 0.04; number 46, H, carries 0.13; number 47, H, carries 0.08; number 48, H, carries 0.08; number 49, H, carries 0.08; number 50, H, carries 0.06; number 51, H, carries 0.06; number 52, H, carries 0.08; number 53, H, carries 0.13; number 54, H, carries 0.14; number 55, H, carries 0.18; number 56, H, carries 0.17; number 57, C, carries 0.03; number 58, C, carries 0.02; number 59, C, carries -0.37; number 60, O, carries 0.07; number 61, C, carries 0.02; number 62, C, carries 0.04; number 63, C, carries -0.37; number 64, O, carries 0.13; number 65, H, carries 0.11; number 66, H, carries 0.11; number 67, H, carries 0.12; number 68, H, carries 0.13; number 69, C, carries 0.03; number 70, C, carries 0.02; number 71, C, carries -0.38; number 72, O, carries 0.07; number 73, C, carries 0.03; number 74, C, carries 0.03; number 75, C, carries -0.37; number 76, O, carries 0.11; number 77, H, carries 0.13; number 78, H, carries 0.12; number 79, H, carries 0.13; number 80, H, carries 0.13; number 81, C, carries 0.02; number 82, C, carries 0.02; number 83, C, carries -0.39; number 84, O, carries 0.11; number 85, C, carries 0.02; number 86, C, carries 0.02; number 87, C, carries -0.38; number 88, O, carries 0.10; number 89, H, carries 0.12; number 90, H, carries 0.12; number 91, H, carries 0.12; number 92, H, carries 0.09


2.
DFT (ωB97M-V with the def2-TZVPD basis set) results for C32H44BrN3P2Ti as an isolated structure at a distorted geometry.

Geometry as XYZ:
```
83
Properties=species:S:1:pos:R:3:forces:R:3
C 2.735 4.324 -0.631 -0.662 -0.171 -0.348
C 1.759 3.498 -1.255 0.845 0.620 -1.010
C 1.680 3.505 -2.683 0.155 0.438 0.759
C 2.496 4.396 -3.385 -0.017 -0.328 0.553
N 3.348 5.221 -2.773 0.061 -0.059 -0.035
C 3.474 5.180 -1.446 0.061 -0.247 -0.034
C 0.827 2.769 -0.481 -2.549 -1.380 2.053
C -0.022 2.189 0.264 1.560 2.716 -1.561
C -1.336 2.254 0.841 -0.398 -0.072 0.650
C -1.825 1.175 1.684 0.024 -0.693 0.929
C -3.075 0.520 1.357 -0.457 2.044 0.417
C -3.979 1.474 0.895 -0.925 -1.471 -0.487
C -3.646 2.812 0.671 0.243 0.842 -0.009
C -2.310 3.244 0.646 -0.810 -0.446 -0.581
Ti -0.856 -0.212 0.678 1.927 -0.358 -1.787
P 1.572 -0.355 -0.183 0.756 -0.790 -0.343
H 0.980 2.868 -3.220 0.084 0.128 0.208
H 2.851 4.350 0.456 -0.084 -0.061 -0.407
H 2.482 4.435 -4.477 -0.089 0.035 0.320
H 4.218 5.856 -1.012 -0.299 -0.197 -0.124
H -2.045 4.291 0.510 -0.086 -0.250 -0.542
H -1.370 1.082 2.675 -0.606 -0.058 -0.696
H -4.450 3.499 0.444 0.086 0.095 0.096
H -3.421 -0.477 1.662 0.229 0.587 0.381
C 2.180 -2.103 -0.014 -0.025 0.184 0.180
C 3.458 -2.528 -0.745 0.186 -0.336 0.031
H 1.364 -2.752 -0.361 0.030 0.113 0.169
H 2.274 -2.286 1.066 0.067 -0.005 -0.149
H 3.627 -3.591 -0.514 0.106 0.309 -0.091
H 3.372 -2.461 -1.839 -0.035 0.114 0.360
H 4.342 -1.965 -0.417 -0.321 -0.214 -0.179
C 1.871 -0.023 -1.980 -0.246 0.164 -0.003
C 3.259 0.506 -2.338 0.251 0.098 -0.303
H 1.100 0.692 -2.296 0.155 -0.066 0.015
H 1.664 -0.945 -2.547 0.109 0.253 0.388
H 3.330 0.592 -3.433 0.047 -0.006 0.327
H 3.429 1.512 -1.928 0.044 -0.396 -0.037
H 4.064 -0.166 -2.005 -0.332 0.276 -0.147
C 2.724 0.695 0.808 -0.061 0.124 0.133
C 4.202 0.314 0.936 0.107 0.166 0.082
H 2.280 0.728 1.815 0.008 -0.060 -0.167
H 2.607 1.723 0.433 0.272 -0.498 0.106
H 4.663 1.033 1.629 -0.023 -0.233 -0.212
H 4.335 -0.684 1.375 -0.016 0.260 -0.182
H 4.739 0.380 -0.020 -0.169 -0.107 0.379
Br -5.799 0.888 0.675 0.677 0.374 -0.126
P -1.614 -1.478 -1.432 0.381 0.432 0.293
C -0.538 -2.402 -2.588 0.304 -0.150 -0.099
C -1.110 -3.731 -3.077 -0.061 -0.315 -0.326
H 0.429 -2.566 -2.088 -0.381 -0.022 -0.213
H -0.333 -1.746 -3.448 -0.036 -0.068 0.313
H -0.355 -4.256 -3.681 -0.230 0.120 0.225
H -1.391 -4.387 -2.243 0.117 0.089 -0.288
H -1.992 -3.591 -3.718 0.288 -0.048 0.270
C -2.555 -2.718 -0.477 -0.274 -0.324 -0.054
C -3.913 -3.057 -1.081 -0.482 -0.473 0.150
H -2.686 -2.353 0.557 -0.040 -0.020 -0.264
H -1.936 -3.622 -0.392 -0.052 0.179 -0.013
H -4.463 -3.699 -0.381 0.003 0.162 -0.215
H -4.519 -2.159 -1.263 0.144 -0.258 0.070
H -3.817 -3.617 -2.022 0.025 0.245 0.278
C -2.716 -0.482 -2.469 -0.243 0.192 -0.189
C -3.108 -1.107 -3.804 -0.374 0.071 -0.311
H -2.184 0.469 -2.633 -0.084 -0.228 0.003
H -3.597 -0.215 -1.871 0.121 -0.059 -0.051
H -3.731 -0.396 -4.358 0.116 -0.157 0.029
H -2.237 -1.334 -4.427 -0.173 0.083 0.110
H -3.692 -2.027 -3.685 0.146 0.265 0.013
N -0.118 -2.331 4.055 -0.030 -0.409 0.682
C -0.165 -2.019 2.752 0.311 1.620 1.718
N -0.138 -0.686 2.609 0.788 -1.172 0.210
C -0.048 -0.126 3.913 -0.905 0.154 -0.551
C -0.321 1.198 4.323 -0.489 0.578 0.659
C -0.868 1.430 5.599 0.867 -0.349 -0.838
C -0.969 0.376 6.517 0.556 -1.290 -0.067
C -0.559 -0.917 6.142 0.193 0.000 0.642
C -0.112 -1.155 4.834 -0.841 -0.034 -0.487
H -0.207 -3.260 4.443 0.055 -0.002 -0.123
H -0.259 -2.748 1.964 0.102 -0.108 -0.079
H -0.241 2.044 3.642 0.186 -0.197 0.192
H -1.203 2.423 5.894 0.249 -0.188 -0.192
H -1.334 0.559 7.536 0.114 -0.172 -0.555
H -0.575 -1.772 6.820 -0.254 0.415 0.079
```
Positions in Å, forces in eV/Å.

Results
⟨S²⟩: 2.12
HOMO (alpha / beta): -12.9 / -13.9 eV
Largest force on an atom: 3.55 eV/Å
M: 660.4 g mol⁻¹
Calculated total energy: -5515.5464 Ha
Spin multiplicity: 3
Total charge: +2

In the Löwdin picture, each atom carries the following charge in e: number 1, C, carries 0.01; number 2, C, carries -0.24; number 3, C, carries -0.01; number 4, C, carries -0.10; number 5, N, carries 0.09; number 6, C, carries -0.11; number 7, C, carries 0.04; number 8, C, carries -0.02; number 9, C, carries -0.25; number 10, C, carries -0.31; number 11, C, carries -0.16; number 12, C, carries -0.65; number 13, C, carries -0.08; number 14, C, carries 0.04; number 15, Ti, carries 0.69; number 16, P, carries 0.93; number 17, H, carries 0.11; number 18, H, carries 0.13; number 19, H, carries 0.12; number 20, H, carries 0.12; number 21, H, carries 0.14; number 22, H, carries 0.07; number 23, H, carries 0.12; number 24, H, carries 0.11; number 25, C, carries -0.40; number 26, C, carries -0.12; number 27, H, carries 0.05; number 28, H, carries 0.08; number 29, H, carries 0.09; number 30, H, carries 0.08; number 31, H, carries 0.06; number 32, C, carries -0.37; number 33, C, carries -0.12; number 34, H, carries 0.06; number 35, H, carries 0.06; number 36, H, carries 0.09; number 37, H, carries 0.06; number 38, H, carries 0.06; number 39, C, carries -0.37; number 40, C, carries -0.12; number 41, H, carries 0.08; number 42, H, carries 0.04; number 43, H, carries 0.09; number 44, H, carries 0.07; number 45, H, carries 0.07; number 46, Br, carries 0.78; number 47, P, carries 0.91; number 48, C, carries -0.39; number 49, C, carries -0.12; number 50, H, carries 0.04; number 51, H, carries 0.09; number 52, H, carries 0.09; number 53, H, carries 0.07; number 54, H, carries 0.07; number 55, C, carries -0.41; number 56, C, carries -0.12; number 57, H, carries 0.05; number 58, H, carries 0.08; number 59, H, carries 0.09; number 60, H, carries 0.07; number 61, H, carries 0.08; number 62, C, carries -0.38; number 63, C, carries -0.13; number 64, H, carries 0.09; number 65, H, carries 0.07; number 66, H, carries 0.09; number 67, H, carries 0.07; number 68, H, carries 0.07; number 69, N, carries 0.15; number 70, C, carries -0.12; number 71, N, carries -0.02; number 72, C, carries -0.19; number 73, C, carries -0.02; number 74, C, carries -0.03; number 75, C, carries -0.04; number 76, C, carries 0.02; number 77, C, carries -0.16; number 78, H, carries 0.18; number 79, H, carries 0.14; number 80, H, carries 0.12; number 81, H, carries 0.12; number 82, H, carries 0.13; number 83, H, carries 0.12